Run one
A 2-piece molecular cluster, C9H14 overall. Source: the OMol25 dataset; level of theory: wB97M-V/def2-TZVPD.

Last column: Mulliken charge in e.
Positions of all 23 atoms, in Å:
C1 1.400 -0.390 1.513  -1.3845
C2 0.490 1.924 1.834  -0.4153
C3 0.284 0.606 1.413  0.8344
C4 -0.522 2.860 1.770  -0.4603
C5 -0.922 0.299 0.785  -0.3694
C6 -1.701 2.579 1.090  -0.4731
C7 -1.887 1.290 0.619  -0.4896
H1 1.450 2.196 2.263  0.3057
H2 -0.373 3.822 2.246  0.3609
H3 1.539 -0.745 2.535  0.3594
H4 2.350 0.153 1.499  0.3534
H5 -1.155 -0.761 0.663  0.4164
H6 -2.449 3.298 0.806  0.3532
H7 -2.758 1.118 -0.008  0.3401
H8 1.384 -1.228 0.830  0.2958
C8 -0.296 -2.389 -2.831  -0.8783
C9 0.996 -1.898 -2.106  -0.2795
H9 -0.253 -2.094 -3.872  0.2782
H10 -0.309 -3.473 -2.760  0.2431
H11 -1.194 -2.017 -2.341  0.2947
H12 1.743 -2.680 -2.033  0.3741
H13 0.754 -1.365 -1.193  -0.3287
H14 1.430 -1.105 -2.723  0.2694

The value obtained for the gap between HOMO and LUMO is 0.36912 Eh. The SMILES is Cc1ccccc1.CC. As for the lowest unoccupied orbital energy: 1.04 eV. The calculation puts the HOMO energy at -9.00 eV.

Run two
A 2-piece molecular cluster, C9H14 overall. Source: the OMol25 dataset; level of theory: wB97M-V/def2-TZVPD.

Last column: Mulliken charge in e.
Positions of all 23 atoms, in Å:
C1 0.521 2.323 0.200  -1.5313
C2 0.384 -1.076 -1.537  -0.4906
C3 -0.449 -0.786 -2.603  -0.3934
C4 0.816 -0.057 -0.703  -0.3789
C5 0.312 1.224 -0.798  0.7448
C6 -0.862 0.526 -2.798  -0.4466
C7 -0.539 1.499 -1.878  -0.3203
H1 0.799 -2.061 -1.366  0.3579
H2 -0.791 -1.597 -3.232  0.3590
H3 1.379 -0.325 0.188  0.3175
H4 -1.474 0.745 -3.661  0.3595
H5 0.889 3.209 -0.322  0.3925
H6 1.271 2.076 0.936  0.3859
H7 -0.900 2.500 -2.087  0.3432
H8 -0.357 2.644 0.760  0.2987
C8 0.287 -0.971 3.841  -0.7987
C9 -0.529 -2.271 3.902  -0.8168
H9 1.366 -1.085 3.862  0.2891
H10 -0.043 -0.266 3.078  0.2035
H11 -0.003 -0.386 4.730  0.3077
H12 -1.584 -2.008 3.810  0.2686
H13 -0.360 -2.772 4.822  0.2912
H14 -0.303 -2.871 3.019  0.2576

The value obtained for the gap between HOMO and LUMO is 0.36786 Eh. The SMILES is Cc1ccccc1.CC. As for the lowest unoccupied orbital energy: 0.98 eV. The calculation puts the HOMO energy at -9.03 eV.

Run three
A 2-piece molecular cluster, C9H14 overall. Source: the OMol25 dataset; level of theory: wB97M-V/def2-TZVPD.

Last column: Mulliken charge in e.
Positions of all 23 atoms, in Å:
C1 -1.634 -1.841 -1.048  -0.5056
C2 -1.873 -0.896 -2.213  -0.6878
H1 -2.109 -2.895 -1.175  0.3353
H2 -0.614 -1.855 -0.534  0.1264
H3 -2.457 -1.392 -0.336  0.1427
H4 -2.023 0.166 -1.867  0.1738
H5 -0.880 -1.026 -2.773  0.2007
H6 -2.718 -1.242 -2.919  0.2862
C3 3.101 0.162 1.335  -1.5315
C4 -0.670 -0.067 0.919  -0.5073
C5 -1.021 1.237 0.619  -0.6559
C6 0.726 -0.365 1.096  -0.3250
C7 1.658 0.580 0.946  0.9642
C8 -0.048 2.139 0.202  -0.2343
C9 1.309 1.825 0.424  -0.4472
H7 -1.422 -0.623 1.547  0.3617
H8 -2.093 1.659 0.400  0.2761
H9 0.859 -1.362 1.533  0.3217
H10 -0.342 3.123 -0.132  0.3756
H11 3.130 -0.692 1.956  0.3656
H12 3.748 0.947 1.724  0.3717
H13 1.936 2.598 -0.113  0.2362
H14 3.438 -0.180 0.407  0.3569

The value obtained for the gap between HOMO and LUMO is 0.36235 Eh. The SMILES is Cc1ccccc1.CC. As for the lowest unoccupied orbital energy: 0.97 eV. The calculation puts the HOMO energy at -8.89 eV.

Which of them is the most stable, and which is the least stable? run two and run three, in that order.

Run one
A 2-piece molecular cluster, C9H14 overall. Source: the OMol25 dataset; level of theory: wB97M-V/def2-TZVPD.

Last column: Mulliken charge in e.
Positions of all 23 atoms, in Å:
C1 0.369 1.462 -0.158  -1.2186
C2 -1.114 -0.610 -0.358  -0.3395
C3 -0.978 0.769 -0.013  0.8873
C4 -2.218 -1.301 0.231  -0.4526
C5 -2.073 1.472 0.566  -0.5584
C6 -3.274 -0.578 0.762  -0.3349
C7 -3.175 0.810 0.928  -0.4448
H1 -0.428 -1.088 -0.991  0.3692
H2 -2.231 -2.450 0.248  0.2754
H3 0.179 2.550 -0.343  0.4180
H4 0.850 1.005 -1.096  0.2781
H5 -1.844 2.373 1.104  0.2779
H6 -4.221 -1.077 1.032  0.3390
H7 -3.808 1.196 1.714  0.2948
H8 1.060 1.339 0.770  0.2065
C8 2.260 -1.094 -0.509  -0.6713
C9 3.540 -0.277 -0.533  -0.9707
H9 1.570 -1.247 -1.404  0.2252
H10 2.270 -2.286 -0.457  0.3210
H11 1.722 -0.723 0.374  0.2367
H12 3.637 0.067 0.440  0.3167
H13 3.596 0.616 -1.276  0.2324
H14 4.312 -0.925 -1.030  0.3128

The value obtained for the gap between HOMO and LUMO is 0.35500 Eh. The SMILES is Cc1ccccc1.CC. As for the lowest unoccupied orbital energy: 1.00 eV. The calculation puts the HOMO energy at -8.66 eV.

Run two
A 2-piece molecular cluster, C9H14 overall. Source: the OMol25 dataset; level of theory: wB97M-V/def2-TZVPD.

Last column: Mulliken charge in e.
Positions of all 23 atoms, in Å:
C1 3.097 -0.316 0.025  -0.8555
C2 3.828 0.666 0.946  -0.7038
H1 3.569 -1.257 -0.130  0.3818
H2 2.233 -0.599 0.616  0.1187
H3 2.771 -0.068 -0.898  0.3608
H4 4.211 1.593 0.415  0.2475
H5 3.068 1.008 1.772  0.1862
H6 4.553 0.091 1.651  0.2703
C3 -0.385 2.267 -0.457  -1.4792
C4 -0.722 0.081 0.941  -0.2033
C5 -0.869 0.862 -0.320  0.6054
C6 -1.298 -1.248 1.109  -0.6355
C7 -2.005 -1.808 0.003  -0.1986
C8 -1.435 0.086 -1.297  -0.0786
C9 -2.050 -1.221 -1.226  -0.7098
H7 -0.354 0.529 1.855  0.4077
H8 -1.164 -1.879 2.032  0.3085
H9 -1.179 2.971 -0.192  0.3619
H10 -0.184 2.483 -1.529  0.3251
H11 -2.472 -2.702 0.115  0.4376
H12 -1.524 0.547 -2.287  0.2457
H13 -2.714 -1.632 -2.102  0.2513
H14 0.216 2.693 0.333  0.3557

The value obtained for the gap between HOMO and LUMO is 0.36599 Eh. The SMILES is Cc1ccccc1.CC. As for the lowest unoccupied orbital energy: 0.97 eV. The calculation puts the HOMO energy at -8.99 eV.

Run three
A 2-piece molecular cluster, C9H14 overall. Source: the OMol25 dataset; level of theory: wB97M-V/def2-TZVPD.

Last column: Mulliken charge in e.
Positions of all 23 atoms, in Å:
C1 -0.387 3.457 -1.979  -0.7316
C2 0.622 2.861 -2.926  -0.9050
H1 -0.758 4.408 -2.373  0.3128
H2 -1.132 2.748 -1.631  0.2263
H3 0.128 3.860 -1.100  0.2374
H4 0.259 2.388 -3.843  0.2836
H5 1.248 2.051 -2.526  0.2839
H6 1.368 3.618 -3.185  0.2987
C3 -1.078 0.660 2.086  -1.3019
C4 0.898 -2.491 1.263  -0.3748
C5 0.543 -2.670 -0.066  -0.5222
C6 0.434 -1.390 1.975  -0.5303
C7 -0.250 -0.362 1.341  0.8147
C8 -0.108 -1.629 -0.709  -0.4293
C9 -0.488 -0.481 -0.039  -0.3200
H7 1.572 -3.180 1.762  0.3510
H8 0.877 -3.531 -0.621  0.3626
H9 0.825 -1.306 2.980  0.2691
H10 -0.288 -1.698 -1.782  0.3360
H11 -2.123 0.369 2.050  0.2903
H12 -0.996 1.671 1.692  0.3400
H13 -1.057 0.343 -0.456  0.3288
H14 -0.721 0.703 3.110  0.3799

The value obtained for the gap between HOMO and LUMO is 0.36903 Eh. The SMILES is Cc1ccccc1.CC. As for the lowest unoccupied orbital energy: 1.02 eV. The calculation puts the HOMO energy at -9.03 eV.

Run four
A 2-piece molecular cluster, C9H14 overall. Source: the OMol25 dataset; level of theory: wB97M-V/def2-TZVPD.

Last column: Mulliken charge in e.
Positions of all 23 atoms, in Å:
C1 0.304 -2.462 -0.553  -1.4841
C2 0.165 -0.997 -0.918  0.8904
C3 1.097 -0.319 -1.666  -0.4346
C4 -1.050 -0.373 -0.511  -0.4673
C5 0.837 1.029 -2.066  -0.4942
C6 -1.397 0.789 -1.121  -0.7311
C7 -0.442 1.513 -1.880  -0.3376
H1 1.009 -2.926 -1.280  0.4180
H2 -0.577 -3.073 -0.598  0.3392
H3 2.084 -0.730 -1.887  0.3343
H4 -1.576 -0.862 0.294  0.5600
H5 1.702 1.514 -2.486  0.3945
H6 -2.359 1.286 -0.969  0.3174
H7 -0.658 2.445 -2.375  0.3788
H8 0.830 -2.522 0.411  0.2873
C8 -0.345 0.120 2.525  -0.7181
C9 0.358 1.282 1.876  -0.5906
H9 -1.429 0.203 2.390  0.2301
H10 -0.107 -0.850 2.041  0.0752
H11 -0.028 -0.045 3.557  0.3576
H12 1.439 1.212 1.714  0.2472
H13 0.302 2.190 2.527  0.3221
H14 -0.160 1.576 0.973  0.1056

The value obtained for the gap between HOMO and LUMO is 0.36651 Eh. The SMILES is Cc1ccccc1.CC. As for the lowest unoccupied orbital energy: 1.04 eV. The calculation puts the HOMO energy at -8.93 eV.

Which of them is the most stable, and which is the least stable? run three and run one, in that order.

Run one
A 2-piece molecular cluster, C3H5N3 overall. Source: the OMol25 dataset; level of theory: wB97M-V/def2-TZVPD.

Last column: Mulliken charge in e.
Positions of all 11 atoms, in Å:
C1 0.148 0.916 -1.501  -0.6033
N1 0.418 -0.415 -0.994  -0.3299
C2 0.860 -0.776 0.072  0.5997
N2 1.163 -1.258 1.172  -0.6404
C3 -1.672 -0.230 1.669  0.1008
N3 -2.289 0.574 1.117  -0.4099
H1 0.008 0.860 -2.582  0.2268
H2 -0.769 1.302 -1.043  0.2702
H3 0.972 1.605 -1.286  0.2741
H4 2.143 -1.466 1.324  0.2231
H5 -1.050 -0.965 2.147  0.2888

The value obtained for the gap between HOMO and LUMO is 0.40374 Eh. The SMILES is CN=C=N.C#N. As for the lowest unoccupied orbital energy: 0.86 eV. The calculation puts the HOMO energy at -10.12 eV.

Run two
C3H5N3 as an isolated structure. Source: the OMol25 dataset; level of theory: wB97M-V/def2-TZVPD.

Last column: Mulliken charge in e.
Positions of all 11 atoms, in Å:
N1 -2.027 -0.484 0.032  -0.3286
C1 -0.652 -0.121 0.016  0.8264
N2 -0.498 -1.379 -0.218  -0.3611
N3 1.720 -0.734 -0.230  -0.5575
C2 1.517 0.521 0.003  0.0401
C3 0.164 0.961 0.161  -1.0312
H1 -2.597 -0.356 -0.791  0.2466
H2 -2.496 -0.663 0.907  0.2468
H3 2.704 -0.971 -0.329  0.2180
H4 2.327 1.256 0.086  0.3745
H5 -0.164 1.970 0.362  0.3260

The value obtained for the gap between HOMO and LUMO is 0.30638 Eh. As for the lowest unoccupied orbital energy: 0.50 eV. The calculation puts the HOMO energy at -7.83 eV.

Run three
One molecule with the formula C3H5N3. Source: the OMol25 dataset; level of theory: wB97M-V/def2-TZVPD.

Last column: Mulliken charge in e.
Positions of all 11 atoms, in Å:
C1 0.155 1.382 -0.014  -0.2765
C2 1.378 0.319 0.132  -0.1763
C3 -1.311 -0.384 0.134  0.1031
H1 0.488 2.035 -0.902  0.2820
H2 0.153 1.775 0.899  0.3019
H3 2.544 0.443 0.121  0.3279
H4 -0.341 -2.230 0.064  0.2651
H5 -2.452 -0.998 0.249  0.2278
N1 1.127 -0.950 -0.051  -0.5976
N2 -0.219 -1.174 -0.124  0.0521
N3 -1.153 0.848 -0.102  -0.5094

The value obtained for the gap between HOMO and LUMO is 0.33715 Eh. The SMILES is C1=NCC=NN1. As for the lowest unoccupied orbital energy: 0.79 eV. The calculation puts the HOMO energy at -8.38 eV.

Which of them is the most stable, and which is the least stable? run one and run two, in that order.

Run one
One molecule with the formula C6H8BrN. Source: the OMol25 dataset; level of theory: wB97M-V/def2-TZVPD.

Last column: Mulliken charge in e.
Positions of all 16 atoms, in Å:
C1 0.535 1.271 -0.026  -0.4525
C2 -0.674 -0.761 -1.575  -0.0635
C3 0.500 1.248 -1.367  0.1485
C4 -1.131 -0.675 -0.168  -0.7939
C5 -0.153 0.190 0.761  0.3735
C6 0.714 -0.711 1.573  -1.3372
N1 0.064 0.135 -2.043  -0.4683
Br1 0.863 2.834 -2.439  -0.1965
H1 1.114 2.043 0.460  0.3955
H2 -0.623 -1.732 -2.181  0.3314
H3 -2.096 -0.196 -0.039  0.3223
H4 -1.191 -1.578 0.298  0.3935
H5 -0.724 0.743 1.440  0.2920
H6 1.323 -1.342 0.926  0.3202
H7 0.037 -1.309 2.064  0.4092
H8 1.441 -0.158 2.314  0.3259

The value obtained for the gap between HOMO and LUMO is 0.33993 Eh. The SMILES is C[C@H]1C=C(Br)N=CC1. As for the lowest unoccupied orbital energy: 0.52 eV. The calculation puts the HOMO energy at -8.73 eV.

Run two
A 2-piece molecular cluster, C6H8BrN overall. Source: the OMol25 dataset; level of theory: wB97M-V/def2-TZVPD.

Last column: Mulliken charge in e.
Positions of all 16 atoms, in Å:
C1 0.381 0.436 1.535  -0.1826
C2 2.037 -0.278 0.199  -0.4500
C3 -0.305 -0.444 0.603  -0.3434
C4 0.856 -0.882 -0.406  -0.4044
C5 -0.218 -0.051 -0.869  0.3131
C6 -0.812 0.417 -1.946  -0.6215
N1 1.632 0.525 1.320  -0.6319
Br1 -3.617 0.799 1.013  -0.2128
H1 -0.209 0.782 2.339  0.4202
H2 2.624 -1.108 0.596  0.3022
H3 2.545 0.248 -0.509  0.3618
H4 -1.045 -1.116 0.873  0.5155
H5 1.037 -2.002 -0.679  0.2732
H6 -1.826 0.851 -1.998  0.2108
H7 -2.689 1.793 0.803  0.1985
H8 -0.391 0.029 -2.874  0.2513

The value obtained for the gap between HOMO and LUMO is 0.36697 Eh. The SMILES is C=C1[C@H]2CN=C[C@@H]12.Br. As for the lowest unoccupied orbital energy: 0.69 eV. The calculation puts the HOMO energy at -9.29 eV.

Which of them is the most stable, and which is the least stable? run one and run two, in that order.